(1)
{
  "formula": "C32H44BrFeN3P2S",
  "method": "wB97M-V/def2-TZVPD",
  "species": ["C", "C", "C", "C", "N", "C", "C", "C", "C", "C", "C", "C", "C", "C", "Fe", "P", "H", "H", "H", "H", "H", "H", "H", "H", "C", "C", "H", "H", "H", "H", "H", "C", "C", "H", "H", "H", "H", "H", "C", "C", "H", "H", "H", "H", "H", "Br", "P", "C", "C", "H", "H", "H", "H", "H", "C", "C", "H", "H", "H", "H", "H", "C", "C", "H", "H", "H", "H", "H", "N", "C", "N", "C", "C", "C", "C", "C", "C", "S", "H", "H", "H", "H", "H", "H"],
  "positions_angstrom": [[2.84072, 4.98288, -1.20111], [1.74164, 4.48272, -1.93485], [1.93859, 4.20985, -3.30203], [3.13456, 4.62362, -3.91244], [4.12289, 5.21184, -3.22929], [4.00475, 5.35724, -1.90172], [0.49251, 4.15436, -1.30966], [-0.50176, 3.65931, -0.78793], [-1.47343, 3.09523, 0.05085], [-0.78375, 2.23895, 0.95207], [-1.54961, 1.29779, 1.59159], [-2.89128, 1.20401, 1.18060], [-3.65554, 2.04000, 0.43139], [-2.88502, 3.10035, -0.08919], [-2.77943, -0.54500, 1.61775], [1.28217, -0.69356, 0.21144], [1.16277, 3.71823, -3.89133], [2.79161, 5.11028, -0.11886], [3.28659, 4.49995, -4.98705], [4.85207, 5.81063, -1.38064], [-3.36025, 3.87566, -0.66144], [0.31467, 2.28590, 0.96116], [-4.71307, 1.86751, 0.24845], [-1.23724, 0.78663, 2.48467], [2.20969, -2.28686, 0.34755], [3.43698, -2.46146, -0.54325], [1.45912, -3.07128, 0.14015], [2.47689, -2.37631, 1.41578], [3.83860, -3.46718, -0.36133], [3.19021, -2.38253, -1.61223], [4.22808, -1.74036, -0.29090], [1.40586, -0.15031, -1.54890], [2.70308, 0.50202, -2.01927], [0.56128, 0.55338, -1.66715], [1.16615, -1.04297, -2.14984], [2.62822, 0.65310, -3.10512], [2.85403, 1.49129, -1.55962], [3.58016, -0.13576, -1.83361], [2.32028, 0.54695, 1.12117], [3.83282, 0.34289, 1.15363], [1.90826, 0.56095, 2.14470], [2.07024, 1.51557, 0.65635], [4.25283, 1.14165, 1.78096], [4.11408, -0.62712, 1.59154], [4.27708, 0.44876, 0.15148], [-4.11886, -2.34232, 2.42704], [-2.08357, -1.96261, -1.24227], [-0.88571, -2.70785, -2.41675], [-1.29848, -3.97978, -3.13903], [-0.01340, -2.92070, -1.77624], [-0.57706, -1.94065, -3.13857], [-0.45330, -4.34250, -3.73474], [-1.55506, -4.78327, -2.44383], [-2.13846, -3.82398, -3.82525], [-3.31169, -3.33051, -0.96789], [-4.61591, -3.33520, -1.74042], [-3.55808, -3.21495, 0.10235], [-2.80581, -4.30035, -1.06096], [-5.33297, -3.99905, -1.24172], [-5.06705, -2.33957, -1.76117], [-4.51949, -3.70340, -2.76905], [-2.93771, -0.60691, -2.23592], [-3.33084, -0.90617, -3.68911], [-2.22728, 0.24025, -2.21394], [-3.81724, -0.28004, -1.65103], [-3.78496, -0.00366, -4.12958], [-2.45574, -1.15923, -4.30620], [-4.07692, -1.71247, -3.76439], [-0.33404, -3.42597, 2.88389], [-0.24652, -2.33455, 3.66501], [-0.35946, -1.08838, 3.25355], [0.03182, -0.19707, 4.25251], [0.24826, 1.18691, 4.11207], [0.16258, 2.01124, 5.22255], [0.10305, 1.43440, 6.50131], [0.13892, 0.03657, 6.66983], [0.10718, -0.77427, 5.53979], [0.09838, -2.53843, 5.37754], [-0.09914, -4.31142, 3.28313], [-0.33116, -3.30758, 1.88065], [0.44161, 1.62681, 3.12976], [0.11997, 3.10020, 5.07869], [0.06399, 2.08229, 7.37526], [0.17106, -0.43467, 7.65857]],
  "spin_multiplicity": 5,
  "charge": 2,
  "homo_lumo_gap_ev": [5.1, 4.4]
}

(2)
{
  "formula": "C3H11O4",
  "method": "wB97M-V/def2-TZVPD",
  "species": ["C", "O", "C", "C", "O", "H", "H", "H", "H", "H", "H", "H", "H", "H", "O", "H", "H", "O"],
  "positions_angstrom": [[0.49013, 1.41477, -1.31386], [-0.80978, 1.87494, -1.22105], [1.12340, 0.97216, 0.01998], [0.93456, -0.57551, 0.27814], [0.04105, -0.88079, 1.28603], [0.62417, 0.63673, -2.07156], [1.10774, 2.21872, -1.73179], [0.53025, 1.50124, 0.76504], [2.15245, 1.27589, 0.22374], [0.79803, -0.97241, -0.74649], [1.94197, -0.98121, 0.50929], [-0.58833, -2.06847, 0.77610], [-1.33261, 1.36523, -0.60824], [-0.31126, -3.00659, -0.34915], [-0.93260, -3.00887, 0.37826], [-2.67801, -0.16569, 1.42869], [-1.07933, -0.04749, 1.29660], [-2.01183, 0.44735, 1.08027]],
  "charge": -1,
  "homo_lumo_gap_ev": 8.6,
  "de_lowest_kj_mol": 88.2
}

(3)
{
  "formula": "C17H18N5O",
  "method": "wB97M-V/def2-TZVPD",
  "species": ["N", "N", "N", "O", "C", "C", "C", "C", "C", "C", "C", "C", "C", "C", "C", "C", "C", "N", "N", "C", "C", "C", "C", "H", "H", "H", "H", "H", "H", "H", "H", "H", "H", "H", "H", "H", "H", "H", "H", "H", "H"],
  "positions_angstrom": [[2.43565, -4.29148, -6.13498], [1.81180, -1.91549, -5.87129], [2.08215, -3.14121, -6.02262], [-0.85806, 0.31310, -0.74585], [1.28531, 0.82800, 3.00965], [0.14510, 0.89860, 3.74390], [0.89273, -0.09374, -4.60658], [-0.02234, -2.31932, -4.27915], [-2.73589, 0.67618, 0.78477], [0.09459, 0.38299, -3.53943], [-0.93793, -1.78772, -3.33584], [-3.17317, 0.89102, 2.08146], [0.89228, -1.45532, -4.93555], [-1.35897, 0.58564, 0.48768], [-0.87632, -0.45078, -2.96046], [-2.25569, 0.96482, 3.08582], [-0.45875, 0.70172, 1.57930], [0.92509, 0.64347, 1.65273], [-0.93217, 0.86802, 2.81709], [2.70770, 0.75469, 3.53091], [0.03232, 1.01544, 5.29174], [-1.73430, 0.04332, -1.84244], [1.85569, 0.38145, 0.53150], [1.57804, 0.57681, -5.12249], [-0.14851, -3.34413, -4.57803], [-3.46845, 0.60639, 0.02273], [0.20245, 1.39491, -3.19626], [-1.74414, -2.40447, -2.95740], [-4.21683, 1.11360, 2.31206], [-2.59177, 1.10967, 4.11832], [2.73042, 0.91643, 4.59311], [3.14095, -0.24272, 3.37909], [3.33876, 1.52125, 3.05841], [-0.71603, 0.33012, 5.67267], [0.95877, 0.86266, 5.81925], [-0.28894, 2.00823, 5.51745], [-2.47061, -0.74007, -1.54424], [-2.30092, 0.94024, -2.12345], [2.83056, 0.19711, 0.91281], [1.51464, -0.53374, -0.02553], [1.83477, 1.19437, -0.18088]],
  "charge": 1,
  "homo_lumo_gap_ev": 7.7,
  "de_lowest_kj_mol": 235.3
}

no.,DFT total energy (eV)
1,-172191.157
2,-11479.866
3,-27410.768